ORCA calculation (ωB97M-V/def2-TZVPD) on a 15-piece molecular cluster, C45H105N15O15 overall in a non-equilibrium geometry.

Element x y z (Å)
C  -20.0909  -3.4219  15.3653
C  -19.6919  -4.0584  16.6948
O  -19.7175  -3.4547  17.7236
N  -19.4857  -5.4009  16.7303
C  -19.0220  -6.2419  15.6091
H  -21.1432  -3.6689  15.2246
H  -19.4823  -3.8379  14.5624
H  -19.8403  -2.3612  15.3809
H  -19.4652  -5.8176  17.6500
H  -18.1634  -5.8187  15.0878
H  -19.8533  -6.2834  14.9054
H  -18.7192  -7.2354  15.9398
C  -16.6092  5.0011  10.8660
C  -16.3944  5.7941  12.1506
O  -15.4045  5.5525  12.8151
N  -17.3409  6.6487  12.5122
C  -17.3491  7.4020  13.7800
H  -17.5779  5.2398  10.4270
H  -16.6267  3.9203  11.0061
H  -15.8606  5.1985  10.0987
H  -18.0392  6.8130  11.8013
H  -16.3817  7.3307  14.2771
H  -18.0779  7.0899  14.5280
H  -17.4046  8.4713  13.5758
C  -19.9406  3.7330  18.3986
C  -19.6503  2.6232  17.3610
O  -19.5303  2.8626  16.1687
N  -19.5628  1.3844  17.8198
C  -19.4416  0.1228  17.0345
H  -20.9353  4.1366  18.2095
H  -19.1591  4.4684  18.2074
H  -19.8561  3.4003  19.4331
H  -19.6279  1.3238  18.8258
H  -18.5884  -0.4575  17.3857
H  -19.3815  0.3465  15.9694
H  -20.3120  -0.4964  17.2514
C  -18.9239  1.8526  13.0161
C  -19.3307  0.4635  12.4266
O  -20.4302  0.3678  11.8529
N  -18.4967  -0.5281  12.6787
C  -18.7066  -1.9195  12.2131
H  -18.0972  2.3078  12.4707
H  -18.6181  1.8478  14.0623
H  -19.7644  2.5456  12.9782
H  -17.8043  -0.2823  13.3718
H  -17.9481  -2.6757  12.4154
H  -18.7216  -1.9959  11.1259
H  -19.5380  -2.3924  12.7359
C  -20.8043  4.6024  10.2954
C  -20.9850  6.1474  10.1700
O  -20.0082  6.8685  10.3557
N  -22.2102  6.5659  9.9125
C  -22.6091  8.0013  9.9359
H  -20.3463  4.4226  11.2680
H  -20.1704  4.1252  9.5480
H  -21.7706  4.0991  10.2637
H  -22.9193  5.8914  9.6631
H  -23.1690  8.2692  10.8319
H  -23.2538  8.2498  9.0929
H  -21.7856  8.6850  9.7295
C  -16.1212  -2.4319  7.9990
C  -17.1626  -3.4179  8.3419
O  -18.1296  -3.0598  9.0074
N  -17.0134  -4.6899  8.1698
C  -16.0066  -5.3350  7.3932
H  -15.4429  -2.6174  7.1662
H  -15.4448  -2.2487  8.8338
H  -16.5587  -1.4446  7.8509
H  -17.7749  -5.2237  8.5640
H  -16.2618  -6.3690  7.1610
H  -15.0663  -5.2981  7.9432
H  -15.8024  -4.8138  6.4579
C  -15.9070  0.3528  10.6857
C  -14.8251  1.3021  10.0514
O  -14.7951  1.3718  8.8199
N  -14.0709  2.0877  10.7341
C  -13.9348  2.0942  12.2409
H  -15.9054  -0.6791  10.3344
H  -16.8977  0.7311  10.4337
H  -15.8704  0.4506  11.7706
H  -13.5879  2.7775  10.1765
H  -14.1776  3.1095  12.5547
H  -12.8614  1.9998  12.4051
H  -14.5719  1.5183  12.9122
C  -22.1704  -1.9171  9.1305
C  -23.3307  -1.0644  9.6446
O  -24.4556  -1.3310  9.4265
N  -23.0084  0.1035  10.2887
C  -24.0310  0.9882  10.8471
H  -21.3244  -1.8204  9.8109
H  -21.8245  -1.5754  8.1550
H  -22.5085  -2.9426  8.9821
H  -22.0441  0.2002  10.5730
H  -24.2304  1.6068  9.9721
H  -23.4419  1.6376  11.4948
H  -24.9061  0.5359  11.3136
C  -15.6410  1.1554  16.2367
C  -15.9804  -0.1118  15.3747
O  -16.2613  0.0940  14.2153
N  -15.9201  -1.2901  15.9167
C  -16.4386  -2.4589  15.3063
H  -16.5894  1.6404  16.4674
H  -15.0220  1.8252  15.6398
H  -15.1258  0.8372  17.1431
H  -15.7238  -1.3167  16.9071
H  -16.4620  -2.4469  14.2166
H  -17.4015  -2.8307  15.6566
H  -15.7114  -3.2286  15.5645
C  -22.8130  7.8315  16.1414
C  -22.4420  6.6778  15.3374
O  -23.2522  5.7556  15.1852
N  -21.2127  6.6966  14.8660
C  -20.5967  5.6429  14.1242
H  -22.6039  7.5236  17.1659
H  -23.8194  8.2348  16.0286
H  -22.2120  8.6798  15.8139
H  -20.6661  7.5440  14.9234
H  -21.2236  4.8392  13.7380
H  -19.8108  5.1484  14.6950
H  -20.0071  5.9576  13.2632
C  -13.9476  -6.2241  13.8022
C  -14.7450  -5.0175  13.2639
O  -15.9574  -5.0398  13.3393
N  -14.0735  -3.9770  12.7283
C  -14.7271  -2.8952  11.9639
H  -14.2434  -6.2783  14.8499
H  -12.8845  -6.0473  13.6389
H  -14.0739  -7.1802  13.2943
H  -13.0690  -3.9377  12.8266
H  -15.6025  -3.1214  11.3550
H  -13.9613  -2.4834  11.3065
H  -14.9718  -2.1422  12.7130
C  -18.9211  1.3724  8.4502
C  -19.6989  1.4495  7.1058
O  -20.2903  0.5044  6.6552
N  -19.4051  2.5886  6.4640
C  -19.8300  2.8442  5.0835
H  -19.5396  0.8149  9.1536
H  -18.7855  2.3721  8.8630
H  -18.0366  0.7376  8.3991
H  -18.9896  3.3842  6.9271
H  -18.9556  2.7450  4.4404
H  -20.3117  3.8213  5.0459
H  -20.5568  2.0812  4.8050
C  -23.1619  -2.0050  13.4530
C  -24.6360  -2.3073  13.3931
O  -25.2713  -2.3495  12.3189
N  -25.2359  -2.4090  14.5747
C  -26.6605  -2.3590  14.8138
H  -22.6509  -2.9625  13.3516
H  -22.9048  -1.6251  14.4418
H  -22.7692  -1.2762  12.7440
H  -24.6468  -2.3169  15.3899
H  -26.8253  -1.3532  15.2003
H  -26.9927  -2.9766  15.6483
H  -27.2902  -2.5347  13.9416
C  -21.8326  -8.0055  12.5342
C  -20.8918  -6.8292  12.3672
O  -21.2561  -5.6870  12.6587
N  -19.7338  -7.0901  11.7700
C  -18.6765  -6.0808  11.3620
H  -22.7700  -7.7262  12.0534
H  -21.9544  -8.3197  13.5708
H  -21.3446  -8.8253  12.0071
H  -19.5189  -8.0735  11.6877
H  -17.6405  -6.3954  11.2364
H  -18.5813  -5.1912  11.9846
H  -19.0309  -5.6788  10.4128
C  -22.7086  1.8501  14.5323
C  -24.1430  1.8367  14.9728
O  -24.6981  0.7419  15.0152
N  -24.6175  2.9978  15.3400
C  -25.9757  3.2058  15.6492
H  -22.1492  1.2402  15.2418
H  -22.1815  2.8030  14.5801
H  -22.4938  1.3962  13.5649
H  -24.0332  3.8080  15.4893
H  -26.1500  4.2708  15.8024
H  -26.2977  2.7679  16.5940
H  -26.6283  3.0708  14.7866

Values from the calculation:
**Gap between HOMO and LUMO (spin up / spin down)**: 9.092 / 4.032 eV
**E_HOMO (spin up / spin down)**: -0.392 / -0.392 hartree
**Net charge**: +1
**Energy relative to the best compared isomer or geometry (same formula, charge and spin)**: 17.0 kcal per mole
**2S+1**: 2